Record 1
Molecular formula: C25H16N4O17RuS2Se
Method: DFT, wB97M-V/def2-TZVPD

Geometry (Å):
Ru1 -1.200 -0.104 -0.339
O1 -5.303 -0.268 -0.037
C1 -4.174 -0.401 0.406
O2 -3.149 0.133 -0.199
C2 -3.965 -1.106 1.715
C3 -5.085 -1.258 2.493
C4 -5.018 -1.877 3.739
C5 -3.808 -2.346 4.220
C6 -2.678 -2.187 3.461
C7 -2.677 -1.608 2.135
O3 -1.662 -1.614 1.394
N1 -1.442 -2.652 4.083
O4 -0.414 -2.061 3.843
O5 -1.519 -3.596 4.864
N2 -6.203 -2.021 4.545
O6 -6.107 -2.568 5.638
O7 -7.262 -1.589 4.110
H1 -6.027 -0.891 2.112
H2 -3.743 -2.822 5.186
O8 3.208 -1.476 -1.182
C8 3.356 -0.510 -2.090
C9 4.670 -0.269 -2.514
C10 4.953 0.685 -3.467
C11 3.925 1.431 -4.037
C12 2.630 1.219 -3.606
C13 2.318 0.274 -2.626
C14 0.915 0.226 -2.137
O9 0.716 -0.152 -0.903
N3 -0.017 0.641 -2.937
N4 -1.252 0.715 -2.288
C15 -2.157 1.265 -3.009
S1 -1.735 1.795 -4.638
C16 -3.440 2.194 -5.099
C17 -4.161 2.674 -3.859
S2 -3.810 1.523 -2.502
H3 2.308 -1.874 -1.211
H4 5.450 -0.874 -2.069
H5 5.980 0.847 -3.773
H6 4.135 2.180 -4.790
H7 1.815 1.808 -4.005
H8 -3.925 1.307 -5.510
H9 -3.397 2.966 -5.869
H10 -5.244 2.671 -3.994
H11 -3.841 3.680 -3.585
O10 0.342 2.819 0.906
C18 0.527 1.668 1.272
O11 -0.444 0.788 1.387
C19 1.912 1.213 1.631
C20 2.264 -0.124 1.876
C21 3.607 -0.483 2.102
C22 4.536 0.514 2.078
O12 5.898 0.404 2.249
C23 6.405 1.733 2.200
O13 5.351 2.617 1.869
C24 4.199 1.835 1.852
C25 2.910 2.207 1.624
H12 0.485 -0.817 1.913
H13 3.860 -1.521 2.260
H14 7.183 1.789 1.434
H15 6.812 1.997 3.184
H16 2.620 3.225 1.406
O14 1.008 -3.087 -1.733
Se1 -0.374 -3.091 -0.839
O15 -1.487 -2.057 -1.552
O16 1.404 -1.150 1.892
O17 -0.985 -4.591 -0.679

Calculated values
multiplicity	5
total energy	-5752.980610	Ha
frontier orbital gap (alpha / beta)	6.71 / 6.55	eV
total charge	-2
expectation value of S²	6.025
LUMO (alpha / beta)	3.56 / 3.26	eV
HOMO (alpha / beta)	-3.15 / -3.29	eV

Here are the Mulliken charges for atoms 1 to 5, given in e: 0.75 -0.71 0.43 -0.57 0.14


Record 2
Molecular formula: C25H17AsMgNO5S
Method: DFT, wB97M-V/def2-TZVPD

Geometry (Å):
Mg1 -0.073 0.032 0.220
O1 -0.304 5.827 -1.617
C1 -0.292 4.515 -1.237
C2 -1.476 3.806 -1.040
C3 -1.360 2.488 -0.654
N1 -0.164 1.955 -0.464
C4 0.971 2.595 -0.704
C5 0.958 3.917 -1.091
C6 2.191 1.660 -0.594
O2 3.298 2.149 -0.754
O3 1.873 0.444 -0.326
C7 -2.492 1.454 -0.501
O4 -3.642 1.856 -0.592
O5 -2.060 0.273 -0.237
H1 -1.220 6.116 -1.684
H2 -2.455 4.244 -1.201
H3 1.874 4.454 -1.293
S1 0.049 -0.232 2.650
C8 0.504 -1.891 3.038
C9 0.760 -2.201 4.391
C10 1.104 -3.471 4.807
C11 1.212 -4.516 3.888
C12 0.968 -4.244 2.556
C13 0.625 -2.959 2.134
As1 0.347 -2.640 0.241
C14 -0.467 -4.303 -0.278
C15 0.235 -5.337 -0.881
C16 -0.419 -6.524 -1.202
C17 -1.768 -6.679 -0.919
C18 -2.471 -5.642 -0.316
C19 -1.825 -4.456 -0.001
C20 2.162 -2.820 -0.457
C21 2.351 -2.712 -1.832
C22 3.629 -2.752 -2.371
C23 4.731 -2.878 -1.533
C24 4.545 -2.963 -0.162
C25 3.264 -2.934 0.379
H4 0.675 -1.398 5.113
H5 1.288 -3.651 5.860
H6 1.480 -5.516 4.204
H7 1.047 -5.046 1.830
H8 1.290 -5.230 -1.097
H9 0.136 -7.328 -1.670
H10 -2.273 -7.604 -1.169
H11 -3.526 -5.751 -0.096
H12 -2.384 -3.652 0.463
H13 1.504 -2.585 -2.497
H14 3.766 -2.661 -3.441
H15 5.731 -2.891 -1.948
H16 5.400 -3.035 0.500
H17 3.131 -2.983 1.452

Calculated values
total energy	-4228.165960	Ha
frontier orbital gap	7.20	eV
total charge	-1
LUMO	2.56	eV
HOMO	-4.64	eV

Here are the Mulliken charges for atoms 1 to 5, given in e: 1.02 -0.53 1.25 -0.52 0.02


Record 3
Molecular formula: C25H17F4HfN3O6S
Method: DFT, wB97M-V/def2-TZVPD

Geometry (Å):
Hf1 0.845 -2.157 -0.409
C1 2.996 4.876 1.206
C2 1.550 4.516 0.887
C3 0.552 5.146 1.847
C4 0.707 4.554 3.238
C5 0.580 3.055 3.181
C6 0.156 2.345 4.288
C7 0.055 0.966 4.231
F1 -0.344 0.302 5.335
C8 0.338 0.269 3.088
C9 0.740 0.970 1.954
C10 0.984 0.198 0.700
O1 1.760 -0.972 0.898
C11 1.641 1.040 -0.354
C12 1.763 2.365 -0.231
N1 1.362 3.058 0.873
C13 0.884 2.359 1.996
C14 1.945 0.230 -1.584
O2 3.017 -0.167 -1.933
O3 0.785 -0.296 -2.126
H1 3.131 5.960 1.192
H2 3.681 4.443 0.476
H3 3.292 4.504 2.187
H4 1.313 4.858 -0.123
H5 -0.460 4.956 1.479
H6 0.698 6.227 1.857
H7 -0.041 4.958 3.921
H8 1.681 4.827 3.654
H9 -0.091 2.861 5.208
H10 0.248 -0.809 3.070
H11 2.193 2.970 -1.021
O4 2.231 -3.545 -3.950
C15 1.569 -3.296 -2.985
O5 2.021 -3.110 -1.750
C16 0.045 -3.208 -3.085
C17 -0.564 -3.340 -4.339
C18 -1.928 -3.352 -4.397
C19 -2.689 -3.268 -3.211
C20 -4.106 -3.311 -3.204
C21 -4.790 -3.233 -2.029
C22 -4.088 -3.111 -0.804
C23 -2.727 -3.059 -0.782
C24 -2.003 -3.131 -1.992
N2 -0.638 -3.073 -1.959
H12 0.067 -3.437 -5.210
H13 -2.442 -3.440 -5.347
H14 -4.630 -3.410 -4.147
H15 -5.871 -3.267 -2.024
H16 -4.641 -3.057 0.124
H17 -2.198 -2.959 0.158
O6 -1.922 -0.203 -1.824
S1 -0.817 0.442 -1.160
N3 -0.383 -0.388 0.134
F2 0.284 -4.855 0.201
C25 0.472 -3.815 1.100
F3 -0.092 -4.179 2.239
F4 1.875 -3.807 1.261

Calculated values
total energy	-2424.413818	Ha
frontier orbital gap	7.14	eV
total charge	0
LUMO	-1.00	eV
HOMO	-8.14	eV

Here are the Mulliken charges for atoms 1 to 5, given in e: 1.64 -1.33 -0.35 -0.99 -1.25


Record 4
Molecular formula: C25H17N4
Method: DFT, wB97M-V/def2-TZVPD

Geometry (Å):
C1 0.941 -0.701 2.191
C2 1.813 -0.036 3.008
C3 3.040 -0.663 3.361
N1 3.956 -1.335 3.641
C4 1.515 1.231 3.574
N2 1.279 2.265 4.075
C5 -0.502 -0.500 2.365
C6 -1.040 0.787 2.175
C7 -2.396 1.030 2.382
C8 -3.219 -0.001 2.851
C9 -2.702 -1.297 3.042
C10 -1.364 -1.554 2.754
H1 1.273 -1.568 1.624
H2 -0.367 1.572 1.856
H3 -2.789 2.034 2.217
H4 -4.274 0.201 3.068
H5 -3.346 -2.094 3.436
H6 -0.931 -2.554 2.897
C11 0.142 6.885 1.518
C12 -0.519 6.522 0.333
C13 -0.290 5.269 -0.235
C14 0.648 4.389 0.349
C15 0.982 3.103 -0.258
N3 1.516 2.195 0.525
C16 2.164 1.069 0.492
C17 3.538 1.050 0.875
N4 4.670 0.948 1.176
C18 0.792 2.866 -1.686
C19 0.887 3.913 -2.636
C20 0.745 3.647 -3.998
C21 0.597 2.325 -4.438
C22 0.528 1.276 -3.505
C23 0.597 1.550 -2.139
C24 1.279 4.745 1.553
C25 1.043 5.995 2.123
H7 -0.046 7.868 1.963
H8 -1.212 7.213 -0.152
H9 -0.821 4.974 -1.137
H10 1.781 0.155 0.003
H11 1.056 4.932 -2.300
H12 0.759 4.470 -4.712
H13 0.534 2.110 -5.504
H14 0.414 0.238 -3.833
H15 0.467 0.748 -1.409
H16 1.960 4.039 2.024
H17 1.565 6.269 3.039

Calculated values
total energy	-1181.812213	Ha
frontier orbital gap	4.39	eV
total charge	-1
LUMO	1.84	eV
HOMO	-2.55	eV

Here are the Mulliken charges for atoms 1 to 5, given in e: -0.38 0.95 -0.09 -0.58 0.06